<w>
Molecular formula: C20H57N5O7Sr2
Method: DFT, ωB97M-V with the def2-TZVPD basis set

Summary:
- E_HOMO (eV) = -13.21
- orbital gap (eV) = 8.067
- LUMO energy (eV) = -5.14
- M (g mol⁻¹) = 654.9

```
! wB97M-V def2-TZVPD RIJCOSX def2/J DEFGRID3
* xyz 2 1
Sr 6.78 -9.90 22.60
Sr 4.91 -12.04 19.92
O 4.63 -11.17 22.14
H 4.28 -11.29 23.04
O 7.15 -11.46 20.79
H 7.74 -11.20 20.05
C 1.58 -15.34 19.45
C 2.80 -14.50 19.78
C 4.04 -15.39 20.03
O 5.03 -14.43 20.56
C 6.02 -15.03 21.33
N 3.14 -13.58 18.72
H 1.73 -15.92 18.54
H 0.71 -14.73 19.18
H 1.40 -16.09 20.21
H 2.55 -13.96 20.69
H 4.43 -15.85 19.13
H 3.83 -16.13 20.80
H 6.82 -14.29 21.43
H 6.41 -15.90 20.82
H 5.64 -15.35 22.30
H 2.28 -13.08 18.58
H 3.27 -14.04 17.83
C 4.92 -6.68 19.62
C 5.45 -7.32 20.89
C 4.37 -7.62 21.94
O 4.91 -8.21 23.11
C 3.95 -8.39 24.22
N 6.16 -8.61 20.51
H 4.22 -7.26 19.02
H 5.72 -6.39 18.94
H 4.36 -5.79 19.91
H 6.19 -6.64 21.31
H 3.60 -8.21 21.44
H 3.75 -6.77 22.21
H 3.96 -9.41 24.60
H 2.96 -8.23 23.80
H 4.13 -7.66 25.02
H 6.74 -8.32 19.74
H 5.50 -9.11 19.94
C 10.45 -12.98 19.98
C 9.69 -13.83 21.01
C 10.52 -14.89 21.73
O 11.39 -15.60 20.83
C 10.76 -16.70 20.14
N 9.10 -12.90 21.97
H 10.85 -13.54 19.13
H 11.33 -12.54 20.44
H 9.90 -12.14 19.56
H 8.92 -14.31 20.40
H 9.95 -15.57 22.36
H 11.16 -14.47 22.51
H 11.43 -17.26 19.50
H 10.03 -16.20 19.50
H 10.36 -17.36 20.91
H 8.59 -13.48 22.62
H 8.37 -12.47 21.43
C 7.16 -14.77 17.54
C 7.43 -13.28 17.81
C 8.55 -12.69 16.96
O 8.66 -11.29 17.30
C 9.88 -10.76 16.81
N 6.20 -12.50 17.75
H 8.08 -15.31 17.71
H 6.94 -14.94 16.49
H 6.32 -15.09 18.15
H 7.85 -13.25 18.82
H 8.41 -12.83 15.88
H 9.46 -13.21 17.26
H 9.91 -10.78 15.72
H 10.85 -11.19 17.07
H 9.90 -9.74 17.20
H 6.37 -11.53 17.95
H 5.96 -12.53 16.77
C 8.93 -6.02 24.92
C 8.25 -6.93 23.82
C 9.23 -7.50 22.76
O 8.69 -8.48 21.93
C 9.64 -9.03 21.08
N 7.70 -8.07 24.56
H 8.24 -5.48 25.56
H 9.60 -5.38 24.34
H 9.49 -6.66 25.62
H 7.42 -6.40 23.35
H 10.05 -7.94 23.32
H 9.48 -6.62 22.17
H 9.15 -9.77 20.45
H 10.34 -9.60 21.68
H 10.07 -8.31 20.39
H 7.14 -7.65 25.29
H 8.43 -8.50 25.11
*
```

<x>
Molecular formula: C20H57N5O7Sr2
Method: DFT, ωB97M-V with the def2-TZVPD basis set

Summary:
- E_HOMO (eV) = -13.38
- orbital gap (eV) = 7.443
- LUMO energy (eV) = -5.94
- M (g mol⁻¹) = 654.9

```
! wB97M-V def2-TZVPD RIJCOSX def2/J DEFGRID3
* xyz 2 1
Sr -11.48 -7.40 -12.49
Sr -10.67 -7.03 -9.13
O -9.42 -6.97 -11.24
H -8.49 -7.10 -11.50
O -11.69 -8.73 -10.56
H -12.31 -9.38 -10.18
C -15.84 -9.47 -13.56
C -14.57 -8.56 -13.65
C -14.75 -7.04 -13.24
O -13.56 -6.36 -13.30
C -13.78 -4.96 -13.18
N -13.49 -9.18 -12.90
H -16.34 -9.39 -14.53
H -16.55 -9.05 -12.84
H -15.69 -10.54 -13.38
H -14.18 -8.64 -14.66
H -15.07 -7.06 -12.20
H -15.68 -6.67 -13.68
H -14.68 -4.63 -13.70
H -12.90 -4.50 -13.63
H -13.96 -4.57 -12.17
H -13.58 -9.02 -11.91
H -13.70 -10.14 -13.14
C -15.52 -6.29 -7.86
C -14.04 -6.57 -7.37
C -13.61 -8.01 -7.68
O -12.37 -8.46 -7.10
C -12.42 -8.71 -5.69
N -13.06 -5.66 -7.93
H -16.00 -7.24 -7.66
H -15.41 -5.95 -8.89
H -15.97 -5.40 -7.42
H -13.82 -6.47 -6.31
H -13.49 -8.19 -8.75
H -14.40 -8.67 -7.34
H -13.15 -9.49 -5.47
H -12.50 -7.80 -5.10
H -11.52 -9.27 -5.46
H -13.14 -4.72 -7.56
H -13.25 -5.61 -8.92
C -9.85 -11.53 -14.08
C -9.16 -10.92 -12.86
C -7.65 -10.62 -13.22
O -6.95 -11.86 -13.47
C -5.57 -11.75 -13.67
N -9.77 -9.60 -12.72
H -9.32 -12.44 -14.34
H -9.77 -10.86 -14.93
H -10.92 -11.74 -13.99
H -9.27 -11.46 -11.92
H -7.12 -10.15 -12.39
H -7.61 -9.92 -14.06
H -4.99 -11.90 -12.76
H -5.29 -10.80 -14.13
H -5.29 -12.55 -14.35
H -9.25 -9.09 -12.02
H -10.57 -9.94 -12.20
C -12.01 -13.85 -10.18
C -12.64 -12.55 -10.75
C -13.94 -12.16 -9.93
O -14.76 -11.15 -10.61
C -15.76 -10.56 -9.74
N -11.53 -11.61 -10.74
H -11.75 -13.73 -9.14
H -11.14 -14.10 -10.79
H -12.62 -14.76 -10.19
H -13.06 -12.70 -11.75
H -13.72 -11.84 -8.92
H -14.56 -13.05 -10.00
H -15.30 -10.40 -8.78
H -16.71 -11.10 -9.75
H -15.84 -9.54 -10.11
H -11.20 -11.46 -9.80
H -11.93 -10.70 -10.92
C -8.55 -10.45 -9.55
C -9.36 -10.16 -8.23
C -9.08 -11.05 -6.94
O -10.14 -11.13 -5.97
C -11.23 -12.00 -6.30
N -9.15 -8.74 -8.02
H -8.68 -9.75 -10.38
H -8.78 -11.47 -9.85
H -7.49 -10.48 -9.32
H -10.41 -10.07 -8.52
H -8.21 -10.72 -6.38
H -8.87 -12.06 -7.29
H -11.81 -11.74 -7.19
H -11.94 -12.08 -5.48
H -10.80 -12.98 -6.50
H -8.16 -8.56 -8.09
H -9.40 -8.36 -7.12
*
```

Stability summary - winner: <w>; margin: 64.2 kcal/mol.

<w>
Molecular formula: C4H6O
Method: DFT, ωB97M-V with the def2-TZVPD basis set

Summary:
- E_HOMO (eV) = -9.25
- orbital gap (eV) = 10.290
- LUMO energy (eV) = 1.04
- SMILES = COC1=CC1
- M (g mol⁻¹) = 70.1

```
! wB97M-V def2-TZVPD RIJCOSX def2/J DEFGRID3
* xyz 0 1
C -0.46 -0.79 0.98
C -0.01 0.41 0.66
C -0.11 0.31 2.09
C 0.39 0.24 -1.70
O 0.18 1.22 -0.75
H -1.01 -1.69 0.79
H -0.90 0.74 2.71
H 0.82 0.39 2.74
H 0.59 0.79 -2.56
H -0.41 -0.51 -1.72
H 1.23 -0.30 -1.47
*
```

<x>
Molecular formula: C4H6O
Method: DFT, ωB97M-V with the def2-TZVPD basis set

Summary:
- E_HOMO (alpha / beta) (eV) = -8.11 / -8.11
- orbital gap (alpha / beta) (eV) = 8.073 / 8.073
- LUMO energy (alpha / beta) (eV) = -0.03 / -0.03
- M (g mol⁻¹) = 70.1

```
! wB97M-V def2-TZVPD RIJCOSX def2/J DEFGRID3
* xyz 0 1
O 0.23 -2.13 0.87
C 0.64 -0.96 0.20
C -0.54 -0.15 -0.28
C -0.48 1.23 -0.43
C 0.10 2.39 -0.50
H -0.24 -1.86 1.67
H 1.28 -0.32 0.82
H 1.25 -1.30 -0.65
H -0.83 0.81 -1.48
H -1.44 -0.71 -0.55
H 0.08 3.09 0.33
*
```

<y>
Molecular formula: C4H6O
Method: DFT, ωB97M-V with the def2-TZVPD basis set

Summary:
- E_HOMO (eV) = -8.64
- orbital gap (eV) = 8.219
- LUMO energy (eV) = -0.42
- M (g mol⁻¹) = 70.1

```
! wB97M-V def2-TZVPD RIJCOSX def2/J DEFGRID3
* xyz 0 1
O -2.34 -1.23 -0.07
C -1.22 -0.80 -0.29
C -0.75 0.54 -0.17
C 0.96 -0.32 0.57
C 0.72 0.82 -0.30
H -0.37 -1.47 -0.54
H -1.45 1.36 0.05
H 0.86 -0.28 1.64
H 1.49 -1.20 0.18
H 0.92 1.75 0.23
H 1.17 0.82 -1.29
*
```

<z>
Molecular formula: C4H6O
Method: DFT, ωB97M-V with the def2-TZVPD basis set

Summary:
- E_HOMO (eV) = -9.05
- orbital gap (eV) = 10.177
- LUMO energy (eV) = 1.13
- SMILES = C1=CCOC1
- M (g mol⁻¹) = 70.1

```
! wB97M-V def2-TZVPD RIJCOSX def2/J DEFGRID3
* xyz 0 1
C -1.25 -0.18 0.07
C 1.15 -0.52 0.08
C 0.83 0.87 0.00
C -0.53 1.14 -0.04
H -1.99 -0.46 -0.68
H -1.78 -0.44 1.03
H 1.57 -0.78 1.04
H 1.83 -0.66 -0.74
H 1.63 1.57 -0.11
H -1.00 2.12 -0.04
O -0.19 -1.15 -0.14
*
```

Stability summary - winner: <z>; margin: 43.4 kcal/mol.

<w>
Molecular formula: C4H6O
Method: DFT, ωB97M-V with the def2-TZVPD basis set

Summary:
- E_HOMO (eV) = -9.31
- orbital gap (eV) = 10.350
- LUMO energy (eV) = 1.04
- SMILES = C=C=COC
- M (g mol⁻¹) = 70.1

```
! wB97M-V def2-TZVPD RIJCOSX def2/J DEFGRID3
* xyz 0 1
C 0.10 -1.80 -0.15
O -0.93 -0.90 -0.54
C 0.22 2.01 0.96
C -0.13 1.23 -0.03
C -0.51 0.35 -0.92
H 1.03 -1.26 0.07
H 0.27 -2.53 -0.94
H -0.23 -2.32 0.76
H -0.52 2.63 1.46
H 1.24 2.04 1.32
H -0.54 0.55 -1.99
*
```

<x>
Molecular formula: C4H6O
Method: DFT, ωB97M-V with the def2-TZVPD basis set

Summary:
- E_HOMO (eV) = -9.58
- orbital gap (eV) = 10.555
- LUMO energy (eV) = 0.98
- M (g mol⁻¹) = 70.1

```
! wB97M-V def2-TZVPD RIJCOSX def2/J DEFGRID3
* xyz 0 1
O 2.69 -0.25 0.15
C 1.55 -0.32 -0.19
C 0.25 0.13 0.67
C -0.74 0.94 -0.14
C -0.96 -0.51 0.15
H 0.75 -1.00 -1.30
H 0.52 0.31 1.72
H -1.31 1.76 0.30
H -0.43 1.15 -1.17
H -1.78 -0.99 0.71
H -0.54 -1.23 -0.90
*
```

Stability summary - winner: <w>; margin: 23.6 kcal/mol.